Computed, not measured: the molecule C6H10, with wB97M-V/def2-TZVPD.

Geometry as ORCA input:
```
! wB97M-V def2-TZVPD RIJCOSX def2/J DEFGRID3
* xyz 0 1
C 2.146 2.105 -0.288
C 1.059 1.546 -0.803
C 0.829 0.030 -0.843
C -0.591 -0.285 -0.426
C -0.956 -1.394 0.200
C -2.031 -1.601 1.222
H 2.167 3.189 -0.257
H 3.088 1.596 -0.132
H 0.207 2.161 -1.083
H 1.462 -0.276 -0.015
H 1.101 -0.353 -1.827
H -1.320 0.517 -0.533
H -0.231 -2.211 0.244
H -2.819 -0.852 1.269
H -1.572 -1.617 2.211
H -2.539 -2.557 1.060
*
```

The calculation puts the relative energy (zero: lowest compared OMol25 entry of this formula, charge and spin) at 150.53 kJ/mol. The electronic energy comes out at -234.545178 hartree. For the HOMO-LUMO gap, the calculation gives 10.351 eV. For the HOMO energy, the calculation gives -9.1 eV. For the max |F|, the calculation gives 1.3 eV Å⁻¹.